This record from the Open Molecules 2025 dataset describes a 2-piece molecular cluster, C3H7O3 overall. The level of theory is ωB97M-V/def2-TZVPD.

Structure (ORCA input):
```
! wB97M-V def2-TZVPD RIJCOSX def2/J DEFGRID3
* xyz -1 1
O 1.1443 0.9962 3.6633
C 0.4690 1.9631 3.4806
O -0.3207 2.1533 2.4256
H 0.4526 2.8733 4.0964
H -0.0984 1.4251 1.8047
C 0.1804 -0.6066 -2.3100
O -0.6535 0.2324 -2.9367
C -0.5640 -1.7369 -1.5183
H 0.8104 -0.0686 -1.5453
H 0.8192 -1.1779 -3.0233
H -1.4416 -1.3561 -1.0005
H 0.1398 -2.2639 -0.8540
H -0.9375 -2.4334 -2.2826
*
```

Results
gap between HOMO and LUMO: 5.09 eV
strongest force on any atom: 1.220 eV/A
highest occupied orbital energy: -2.1 eV
molar mass: 91.086 g/mol
E: -344.20399 Ha


This record from the Open Molecules 2025 dataset describes a 2-piece molecular cluster, C3H7O3 overall. The level of theory is ωB97M-V/def2-TZVPD.

Structure (ORCA input):
```
! wB97M-V def2-TZVPD RIJCOSX def2/J DEFGRID3
* xyz -1 1
C 0.0439 -1.9104 1.0078
C 1.0100 -1.7382 -0.1825
O 1.1135 -0.5476 -0.5541
O 1.6274 -2.6136 -0.8177
H 0.7088 -2.0876 1.9743
H -0.7743 -2.6339 0.8363
H -0.5692 -1.0025 1.1310
C -0.6371 2.4072 -0.6921
O -0.9560 1.0712 -0.3956
H -0.0750 0.4442 -0.1368
H -0.2025 2.5940 -1.6859
H -1.4440 3.1415 -0.4741
H 0.1545 2.8756 -0.0106
*
```

Results
gap between HOMO and LUMO: 8.30 eV
strongest force on any atom: 2.585 eV/A
highest occupied orbital energy: -4.2 eV
molar mass: 91.086 g/mol
E: -344.25314 Ha


This record from the Open Molecules 2025 dataset describes a 2-piece molecular cluster, C3H7O3 overall. The level of theory is ωB97M-V/def2-TZVPD.

Structure (ORCA input):
```
! wB97M-V def2-TZVPD RIJCOSX def2/J DEFGRID3
* xyz 0 2
C -2.4852 -0.1725 -0.1207
O -2.8624 -0.8074 -1.3219
H -2.1165 -0.8453 -1.9443
H -3.0151 -0.6540 0.7035
H -2.6359 0.8907 -0.1768
H -1.4325 -0.3042 0.1326
C 2.6791 0.4413 0.2222
C 1.3081 0.0218 0.6916
O 0.3640 0.4383 -0.1062
O 1.1429 -0.6544 1.6781
H 2.7484 1.5092 -0.0357
H 2.8909 -0.0619 -0.7126
H 3.4141 0.1984 0.9901
*
```

Results
gap between HOMO and LUMO (alpha / beta): 11.09 / 7.08 eV
strongest force on any atom: 1.384 eV/A
highest occupied orbital energy (alpha / beta): -10.4 / -10.4 eV
molar mass: 91.086 g/mol
E: -344.13347 Ha


This record from the Open Molecules 2025 dataset describes C3H7O3Pb as an isolated structure. The level of theory is ωB97M-V/def2-TZVPD.

Structure (ORCA input):
```
! wB97M-V def2-TZVPD RIJCOSX def2/J DEFGRID3
* xyz 0 2
O 3.4890 0.1263 -1.6459
Pb 1.6247 -0.4715 -1.2270
O 0.6192 -1.7133 -0.0618
C -0.7648 -1.5617 -0.2466
C -1.0979 -0.0912 -0.0013
O -0.0554 0.7906 -0.4202
C 0.4993 1.5975 0.6228
H -1.3185 -2.1421 0.5158
H -1.2504 -1.9014 -1.1818
H -1.1654 -0.0426 1.1007
H -2.0668 0.2450 -0.3964
H 0.7338 2.5978 0.2312
H -0.2935 1.8128 1.3560
H 1.0467 0.7539 1.3544
*
```

Results
gap between HOMO and LUMO (alpha / beta): 8.31 / 8.35 eV
strongest force on any atom: 5.055 eV/A
highest occupied orbital energy (alpha / beta): -7.8 / -8.9 eV
molar mass: 298.286 g/mol
E: -536.86387 Ha


This record from the Open Molecules 2025 dataset describes a 2-piece molecular cluster, C3H7O3S overall. The level of theory is ωB97M-V/def2-TZVPD.

Structure (ORCA input):
```
! wB97M-V def2-TZVPD RIJCOSX def2/J DEFGRID3
* xyz -1 1
C 1.8299 0.7868 -1.1002
C -2.0380 -0.8269 1.0458
C 0.7198 1.2459 -0.6287
O -3.8832 0.1183 -0.5555
O -2.2607 1.5717 0.6734
O 0.2257 1.2098 0.5656
S -2.4848 0.4235 -0.2532
H 2.5767 0.2723 -0.5641
H -2.4625 -0.3698 1.9149
H 2.1080 1.1101 -2.0888
H -2.5287 -1.8175 0.8071
H -1.0408 -0.8314 1.2360
H 0.0173 1.7409 -1.2965
H -0.7525 1.4183 0.5154
*
```

Results
gap between HOMO and LUMO: 7.58 eV
strongest force on any atom: 3.973 eV/A
highest occupied orbital energy: -3.6 eV
molar mass: 123.153 g/mol
E: -742.41351 Ha


This record from the Open Molecules 2025 dataset describes a 3-piece molecular cluster, C3H7O3S2 overall. The level of theory is ωB97M-V/def2-TZVPD.

Structure (ORCA input):
```
! wB97M-V def2-TZVPD RIJCOSX def2/J DEFGRID3
* xyz -1 1
C 1.2665 -0.3360 1.1772
C 0.5921 -1.3296 0.1465
O 1.1838 -1.3591 -0.9473
O -0.4293 -1.8843 0.5188
C 0.5871 1.0680 0.9804
S 1.1893 2.1100 2.2408
S -1.8219 1.8314 -1.1693
H 0.8003 -0.6779 2.1045
H 2.3461 -0.3382 1.2801
H 0.7018 1.5120 -0.0139
H -0.4850 0.8898 1.1494
H -2.0974 1.6782 0.1307
H -0.6180 -1.4824 -2.4364
H -1.6932 -0.3755 -2.4516
O -1.5222 -1.3065 -2.7099
*
```

Results
gap between HOMO and LUMO: 3.61 eV
strongest force on any atom: 2.282 eV/A
highest occupied orbital energy: -4.7 eV
molar mass: 155.220 g/mol
E: -1140.52042 Ha


This record from the Open Molecules 2025 dataset describes a 2-piece molecular cluster, C3H7O4 overall. The level of theory is ωB97M-V/def2-TZVPD.

Structure (ORCA input):
```
! wB97M-V def2-TZVPD RIJCOSX def2/J DEFGRID3
* xyz -1 1
O 0.0128 -1.1507 -0.7873
C -0.6206 -0.7364 0.2171
O -0.9279 -1.3646 1.2480
C -1.0933 0.7534 0.1463
C 0.0012 1.5892 -0.4953
O -0.2630 2.9828 -0.3722
H -1.3212 1.1579 1.1336
H -2.0278 0.7602 -0.4258
H 0.9371 1.3436 0.0263
H 0.2073 1.1428 -1.4761
H 0.1143 3.4578 -1.1252
H 1.6591 -1.8714 -0.3869
H 1.7805 -2.6349 0.8850
O 2.3528 -2.2547 0.2012
*
```

Results
gap between HOMO and LUMO: 8.00 eV
strongest force on any atom: 1.494 eV/A
highest occupied orbital energy: -4.5 eV
molar mass: 107.085 g/mol
E: -419.54121 Ha


This record from the Open Molecules 2025 dataset describes a 2-piece molecular cluster, C3H7O5S2 overall. The level of theory is ωB97M-V/def2-TZVPD.

Structure (ORCA input):
```
! wB97M-V def2-TZVPD RIJCOSX def2/J DEFGRID3
* xyz -1 1
C 1.4032 0.3453 1.2100
C 1.0347 0.3172 -1.2948
C 1.6626 -0.3196 -0.0866
O -3.1383 -0.9131 0.9147
O -1.6358 1.0067 0.5000
O -2.5652 -0.2169 -1.3925
O 0.4441 1.5611 -1.0700
O -0.9239 -1.2681 0.0735
S 2.6227 -1.6203 -0.2331
S -1.9813 -0.2896 -0.0791
H 0.3214 0.3334 1.3747
H 1.9243 -0.1491 2.0276
H 1.7008 1.3920 1.1375
H 0.3020 -0.4058 -1.6890
H 1.8057 0.4673 -2.0632
H -0.3593 1.4273 -0.5077
H -2.6175 -1.6677 1.1781
*
```

Results
gap between HOMO and LUMO: 8.33 eV
strongest force on any atom: 1.077 eV/A
highest occupied orbital energy: -5.1 eV
molar mass: 187.218 g/mol
E: -1291.17032 Ha


This record from the Open Molecules 2025 dataset describes a 2-piece molecular cluster, C3H7OS overall. The level of theory is ωB97M-V/def2-TZVPD.

Structure (ORCA input):
```
! wB97M-V def2-TZVPD RIJCOSX def2/J DEFGRID3
* xyz 0 2
C 1.6475 -2.6595 -1.2612
S 0.2265 -1.5982 -0.9759
H 1.9768 -3.0970 -0.3271
H 2.4252 -2.1255 -1.8061
H 1.3129 -3.4107 -1.9848
O -1.7990 3.4004 1.4567
C -1.0269 2.6832 0.8678
C -1.1253 1.1784 0.9110
H -0.1759 3.1615 0.3499
H -0.9450 0.8520 1.9334
H -2.1260 0.8900 0.5909
H -0.3909 0.7255 0.2452
*
```

Results
gap between HOMO and LUMO (alpha / beta): 10.46 / 7.05 eV
strongest force on any atom: 0.829 eV/A
highest occupied orbital energy (alpha / beta): -9.6 / -9.2 eV
molar mass: 91.155 g/mol
E: -591.85729 Ha


This record from the Open Molecules 2025 dataset describes an isolated ion of composition C3H7OS2 and charge -1. The level of theory is ωB97M-V/def2-TZVPD.

Structure (ORCA input):
```
! wB97M-V def2-TZVPD RIJCOSX def2/J DEFGRID3
* xyz -1 1
O 1.2917 -2.6198 0.8455
C 1.5528 -1.5940 1.6758
C 0.5221 -0.4526 1.5869
C 0.2882 -0.1326 0.0959
S -1.2859 0.5817 -0.2875
S -0.5357 1.7796 -1.8724
H 1.5877 -1.9138 2.7488
H 2.5574 -1.1222 1.4802
H -0.3881 -0.6832 2.1318
H 0.9790 0.4282 2.0517
H 1.1778 0.4306 -0.1710
H 0.4265 -1.1194 -0.3706
H -1.6193 2.5527 -1.9769
*
```

Results
gap between HOMO and LUMO: 5.34 eV
strongest force on any atom: 2.387 eV/A
highest occupied orbital energy: -2.5 eV
molar mass: 123.222 g/mol
E: -990.09474 Ha
structure (SMILES): [O-]CCCSS


This record from the Open Molecules 2025 dataset describes an isolated ion of composition C3H7OS2 and charge -1. The level of theory is ωB97M-V/def2-TZVPD.

Structure (ORCA input):
```
! wB97M-V def2-TZVPD RIJCOSX def2/J DEFGRID3
* xyz -1 1
O 1.2167 -0.0427 1.4644
C 1.1268 -0.8644 0.3596
C -0.2323 -1.2997 0.1804
C -1.0204 0.1021 -0.1060
S -1.4285 1.4326 -1.3052
S -0.1850 3.1269 -0.7811
H 1.3762 -0.3254 -0.6870
H 1.8591 -1.6014 0.5716
H -0.2967 -2.1043 -0.5417
H -0.6741 -1.7247 1.1076
H -2.0315 0.0017 0.2410
H -0.6623 0.7866 0.6881
H 0.9521 2.5128 -1.1918
*
```

Results
gap between HOMO and LUMO: 5.60 eV
strongest force on any atom: 4.039 eV/A
highest occupied orbital energy: -2.4 eV
molar mass: 123.222 g/mol
E: -990.04451 Ha
structure (SMILES): [O-]CCCSS


This record from the Open Molecules 2025 dataset describes a 2-piece molecular cluster, C3H7PSi overall. The level of theory is ωB97M-V/def2-TZVPD.

Structure (ORCA input):
```
! wB97M-V def2-TZVPD RIJCOSX def2/J DEFGRID3
* xyz 0 1
C -0.8190 1.5208 0.0540
C -0.4929 2.5831 0.5727
C -1.4246 0.2232 -0.3099
Si 1.9878 -1.5326 -0.1465
P -0.1534 4.3170 0.5390
H -2.2071 -0.2535 0.4653
H -1.9624 0.3558 -1.1476
H -0.6782 -0.5099 -0.3619
H 1.3137 -0.3638 0.3311
H 3.4940 -1.8444 -0.0377
H 1.5602 -2.9590 -0.1522
H -1.0038 4.5918 1.6611
*
```

Results
gap between HOMO and LUMO (alpha / beta): 7.50 / 6.41 eV
strongest force on any atom: 4.714 eV/A
highest occupied orbital energy (alpha / beta): -8.2 / -7.6 eV
molar mass: 102.149 g/mol
E: -749.11718 Ha


This record from the Open Molecules 2025 dataset describes an isolated ion of composition C3H7S and charge -1. The level of theory is ωB97M-V/def2-TZVPD.

Structure (ORCA input):
```
! wB97M-V def2-TZVPD RIJCOSX def2/J DEFGRID3
* xyz -1 1
C 0.1333 0.9275 -0.9860
C 0.4048 0.2681 0.3838
C -0.4716 -0.9947 0.6686
S 0.3463 -2.5290 0.8681
H -0.8116 1.4768 -0.9741
H 0.8901 1.6038 -1.3812
H 0.0843 0.0563 -1.6538
H 0.1933 1.0096 1.1610
H 1.4483 -0.0545 0.3979
H -0.9593 -0.7987 1.6251
H -1.2579 -0.9652 -0.1094
*
```

Results
gap between HOMO and LUMO: 6.30 eV
strongest force on any atom: 1.971 eV/A
highest occupied orbital energy: -2.1 eV
molar mass: 75.156 g/mol
E: -516.69969 Ha
structure (SMILES): CCC[S-]


This record from the Open Molecules 2025 dataset describes C3H8AlBeBrNO as an isolated structure. The level of theory is ωB97M-V/def2-TZVPD.

Structure (ORCA input):
```
! wB97M-V def2-TZVPD RIJCOSX def2/J DEFGRID3
* xyz 1 1
N 1.5072 -1.9531 -0.6967
Al -0.1205 -1.7454 -1.4552
Br -1.7494 -3.1382 -0.7485
C -0.7821 0.2476 -0.7730
C -0.3161 0.3986 0.5593
C -0.0488 1.8296 0.9534
O 0.9633 0.8236 0.7532
H 2.1873 -1.2473 -0.9483
H 1.5594 -2.0399 0.3100
H -0.0703 -1.6558 -3.0455
H -1.8579 0.1637 -0.8165
H -0.3586 0.9808 -1.4405
H -0.7232 -0.2246 1.3322
H 0.3204 2.6131 0.3172
H -0.1604 1.9878 2.0998
Be -0.3501 2.9596 3.5991
*
```

Results
gap between HOMO and LUMO: 3.76 eV
strongest force on any atom: 2.695 eV/A
highest occupied orbital energy: -12.3 eV
molar mass: 190.001 g/mol
E: -3079.82397 Ha


This record from the Open Molecules 2025 dataset describes C3H8As6CuF36NO as an isolated structure. The level of theory is ωB97M-V/def2-TZVPD.

Structure (ORCA input):
```
! wB97M-V def2-TZVPD RIJCOSX def2/J DEFGRID3
* xyz -3 2
Cu 0.0876 -0.2417 -0.6244
C 1.0864 1.0677 3.5678
C -0.1380 1.2187 2.7386
O -0.3094 0.7935 1.6604
N -1.3216 1.9091 3.3877
H -1.0316 2.8387 3.7105
H -2.0209 2.1853 2.6777
C -1.9777 1.0395 4.4141
H 0.9878 0.2886 4.3232
H 1.4154 2.0268 3.9711
H 1.8723 0.7208 2.8971
H -2.4088 0.2367 3.8214
H -2.7353 1.6153 4.9297
H -1.2111 0.5971 5.0416
As -0.5423 1.6259 -3.8943
F 0.9179 2.5339 -4.0008
F -1.1062 2.4278 -5.3503
F -2.0187 0.7782 -3.7189
F 0.0725 0.8394 -2.3906
F -1.2597 2.9147 -2.9588
F 0.1639 0.3291 -4.7722
As 3.3390 -1.2501 -2.4334
F 3.2340 0.4140 -2.8557
F 1.9125 -0.9925 -1.3439
F 3.3996 -2.9216 -1.9980
F 4.7029 -1.4066 -3.5206
F 4.4368 -0.9716 -1.1166
F 2.2416 -1.6864 -3.6810
As -1.6271 -3.3424 -2.5236
F -2.5051 -2.5377 -3.8033
F -2.2687 -4.8871 -3.0307
F -0.6119 -4.1208 -1.3626
F -0.9599 -1.7536 -2.0329
F -2.9167 -3.1212 -1.4102
F -0.3383 -3.4528 -3.6820
As 2.4558 2.9654 0.4780
F 1.4149 1.6101 0.0080
F 1.9442 3.8447 -0.9157
F 3.3328 4.3467 1.0629
F 3.0134 2.0256 1.8393
F 3.7931 2.3981 -0.4238
F 1.0654 3.4971 1.4334
As -3.6664 0.3597 -0.1167
F -3.7990 -1.1530 0.6730
F -3.8219 -0.2282 -1.6967
F -3.4135 1.9668 -0.6859
F -3.3665 1.0420 1.4886
F -1.8731 0.0393 -0.3137
F -5.3758 0.6114 -0.0071
As 1.1105 -2.7507 1.7909
F 0.2802 -1.5709 2.8111
F 2.3481 -1.5659 1.5133
F 1.9591 -3.8686 0.8071
F -0.1261 -3.9328 1.9748
F 0.2670 -2.0448 0.3944
F 1.8965 -3.3068 3.2483
*
```

Results
gap between HOMO and LUMO (alpha / beta): 8.88 / 8.44 eV
strongest force on any atom: 1.955 eV/A
highest occupied orbital energy (alpha / beta): -4.4 / -4.4 eV
molar mass: 1271.109 g/mol
E: -18900.22521 Ha


This record from the Open Molecules 2025 dataset describes C3H8BBr2Na5O3 as an isolated structure. The level of theory is ωB97M-V/def2-TZVPD.

Structure (ORCA input):
```
! wB97M-V def2-TZVPD RIJCOSX def2/J DEFGRID3
* xyz 2 1
Na -1.7745 -1.0841 1.0911
Na -1.4490 1.7229 1.3379
Na -1.3840 0.7003 -2.5423
Na 0.2003 1.9779 -0.5641
Na 0.1193 -1.8336 -1.9666
C -0.2720 -0.1516 -0.3954
O -0.3587 0.6313 0.5543
O -0.2218 0.3029 -1.5656
O -0.6217 -1.3454 -0.2684
B -2.6349 0.4149 1.9236
H -1.9144 0.8688 2.5862
H -2.8291 -0.6051 2.2170
H -3.5391 0.9960 1.8287
H -2.2694 0.3531 0.9103
Br 2.0934 -1.7735 -2.4736
C 2.1812 -1.1123 -0.5948
C 2.2487 0.3752 -0.4628
Br 4.0023 1.0844 -1.0041
H 3.1268 -1.4881 -0.2042
H 1.4087 -1.5613 0.0296
H 2.3450 0.5588 0.6073
H 1.5428 0.9684 -1.0441
*
```

Results
gap between HOMO and LUMO: 8.28 eV
strongest force on any atom: 13.946 eV/A
highest occupied orbital energy: -16.5 eV
molar mass: 377.664 g/mol
E: -6328.34687 Ha


This record from the Open Molecules 2025 dataset describes C3H8BeO3 as an isolated structure. The level of theory is ωB97M-V/def2-TZVPD.

Structure (ORCA input):
```
! wB97M-V def2-TZVPD RIJCOSX def2/J DEFGRID3
* xyz 0 1
C 2.1408 -1.9936 -0.0081
O 1.1450 -1.0616 0.3669
H 2.3553 -2.6662 0.8342
H 1.7556 -2.5853 -0.8497
H 3.0705 -1.4920 -0.3156
C 0.1020 1.1567 0.7947
O -0.6464 1.3762 -0.4201
C -1.6713 0.4222 -0.7242
O -1.1292 -0.7278 -1.2235
Be 0.3503 -0.3396 -0.5144
H 1.3038 -0.3615 1.3204
H 0.7749 2.0226 0.8978
H -0.5843 1.0502 1.6562
H -2.3262 0.9420 -1.4512
H -2.2480 0.2090 0.2061
*
```

Results
gap between HOMO and LUMO: 7.27 eV
strongest force on any atom: 6.924 eV/A
highest occupied orbital energy: -7.2 eV
molar mass: 101.106 g/mol
E: -359.47235 Ha